Entry 1:
{"formula": "C2H5NO2", "method": "ωB97M-V/def2-TZVPD", "symbols": ["O", "C", "C", "N", "O", "H", "H", "H", "H", "H"], "positions_angstrom": [[1.424, 0.767, -0.302], [0.424, 0.488, 0.423], [-0.396, -0.650, -0.018], [-1.655, 0.103, -0.209], [-0.945, 1.438, -0.099], [2.081, 1.493, -0.097], [0.487, 0.775, 1.537], [0.068, -1.132, -0.913], [-0.358, -1.501, 0.615], [-1.915, 0.019, -1.171]], "forces_ev_per_a": [[4.58, 1.10, -2.51], [-4.32, 3.53, 2.84], [0.20, -1.22, -1.56], [1.30, 0.34, 1.10], [1.42, -2.54, 0.80], [-1.65, -1.14, 0.36], [-0.10, -0.68, -1.63], [-0.43, 0.95, -0.03], [-0.78, -0.53, 1.35], [-0.22, 0.19, -0.73]], "nbo_charge": [-0.6678, 0.4014, -0.3113, -0.3216, -0.5080, 0.5130, 0.1699, 0.1933, 0.1979, 0.3333], "total_charge": 0, "molar_mass_g_mol": 75.07, "e_homo_ev": -8.52, "smiles": "O[C@@H]1CNO1", "e_lumo_ev": 0.49, "spin_multiplicity": 1}

***

Entry 2:
{"formula": "C2H5NO2", "method": "ωB97M-V/def2-TZVPD", "symbols": ["C", "C", "N", "O", "O", "H", "H", "H", "H", "H"], "positions_angstrom": [[-0.017, -0.003, 0.117], [-1.487, 0.073, 0.054], [0.961, -0.824, -0.022], [0.894, 1.867, 0.019], [2.241, -0.680, 0.060], [-1.688, 0.819, 0.751], [-1.751, 0.207, -0.933], [-1.719, -0.962, 0.268], [0.753, -1.880, -0.282], [1.812, 1.384, -0.033]], "forces_ev_per_a": [[3.83, 4.12, -0.89], [2.98, -2.33, 0.37], [-0.34, -2.56, -0.48], [0.08, -5.42, 0.28], [-0.79, 0.73, -0.15], [-1.35, 1.00, 1.08], [-0.93, 1.03, -2.03], [-1.04, -0.16, 0.77], [-0.32, 2.36, 0.86], [-2.14, 1.22, 0.18]], "nbo_charge": [0.5309, -0.6857, -0.1445, -0.7803, -0.5430, 0.2711, 0.2470, 0.2375, 0.3887, 0.4782], "total_charge": 0, "molar_mass_g_mol": 75.07, "e_homo_ev": [-9.38, -9.38], "e_lumo_ev": [-0.63, -0.63], "spin_multiplicity": 1}

***

Entry 3:
{"formula": "C2H5NO2", "method": "ωB97M-V/def2-TZVPD", "symbols": ["N", "C", "O", "C", "O", "H", "H", "H", "H", "H"], "positions_angstrom": [[1.441, 0.133, -0.029], [0.404, -0.639, 0.359], [0.391, -1.780, 0.732], [-1.235, 0.156, -0.299], [-1.220, 1.449, 0.001], [2.396, -0.191, 0.040], [1.257, 1.090, -0.298], [-1.012, -0.162, -1.339], [-1.957, -0.524, 0.188], [-0.466, 0.467, 0.647]], "forces_ev_per_a": [[-0.01, -0.05, 0.03], [0.36, -0.23, 0.18], [-0.04, 0.38, -0.18], [-0.33, -0.15, -0.17], [-0.11, 0.13, -0.02], [-0.15, -0.01, 0.01], [-0.01, -0.09, 0.02], [0.05, 0.04, 0.27], [0.12, 0.14, -0.07], [0.13, -0.17, -0.06]], "nbo_charge": [-0.8156, 0.5223, -0.5548, -0.0232, -0.7697, 0.4133, 0.4216, 0.1782, 0.1764, 0.4514], "total_charge": 0, "molar_mass_g_mol": 75.07, "e_homo_ev": -9.06, "e_lumo_ev": 0.22, "spin_multiplicity": 1}

***

Entry 4:
{"formula": "C2H5NO2", "method": "ωB97M-V/def2-TZVPD", "symbols": ["C", "C", "N", "O", "O", "H", "H", "H", "H", "H"], "positions_angstrom": [[0.319, -0.317, 0.244], [-0.864, 0.629, 0.239], [1.919, 0.476, -0.489], [1.464, -0.026, 0.858], [0.066, -1.597, -0.064], [-1.464, 0.704, -0.746], [-0.529, 1.566, 0.484], [-1.690, 0.451, 1.020], [2.454, -0.408, -0.795], [0.926, -1.933, 0.241]], "forces_ev_per_a": [[0.70, 1.89, -1.76], [-2.50, -1.68, -0.83], [-1.29, -2.18, -0.32], [-0.73, -0.47, 1.45], [1.06, 0.83, 0.71], [1.39, -0.45, 1.38], [1.07, 2.38, 0.30], [1.47, -0.54, -0.88], [-1.02, 1.44, 0.20], [-0.15, -1.21, -0.25]], "nbo_charge": [0.7469, -0.7011, -0.4631, -0.4617, -0.6327, 0.2483, 0.2411, 0.2420, 0.2885, 0.4918], "total_charge": 0, "molar_mass_g_mol": 75.07, "e_homo_ev": -8.92, "e_lumo_ev": 0.69, "spin_multiplicity": 1}